# 1
Entry from OMol25: the molecule C4H8N2O at a distorted geometry (wB97M-V/def2-TZVPD).

Each atom is followed by the atoms it is bonded to, with distances in Å.
CARTESIAN COORDINATES (ANGSTROEM)
1 C -1.69114 -1.08749 -1.00378  C2 1.301, H8 1.083, H9 1.084
2 C -1.00665 -0.38507 -0.14965  C1 1.301, N3 1.808, C4 1.414
3 N -0.72482 0.03309 1.58610  C2 1.808, C4 1.421, H10 1.014
4 C -0.01978 0.44811 0.42471  C2 1.414, N3 1.421, N5 1.418, C6 1.655
5 N 0.17513 1.78760 0.00259  C4 1.418, H11 1.013, H12 1.014
6 C 1.35777 -0.46488 0.33029  C4 1.655, O7 1.392, H13 1.090, H14 1.093
7 O 2.04363 -0.33479 -0.87391  C6 1.392, H15 0.964
8 H -2.73341 -1.32723 -0.83272  C1 1.083
9 H -1.29482 -1.34029 -1.97999  C1 1.084
10 H -1.61089 0.47374 1.80855  N3 1.014
11 H -0.27072 2.43192 0.64524  N5 1.013
12 H 1.14869 2.05191 -0.10374  N5 1.014
13 H 1.94210 0.00743 1.11976  C6 1.090
14 H 1.12576 -1.49926 0.59570  C6 1.093
15 H 1.55915 -0.79478 -1.56916  O7 0.964

Summary:
frontier orbital gap: 9.4 eV
energy: -341.81226 a.u.
spin multiplicity: 1
total charge: 0
HOMO level: -8.629 eV
ΔE to the lowest compared entry with this formula, charge and spin: 120.1 kcal/mol

Löwdin charges in e: 0.04, -0.07, 0.15, -0.66, 0.11, -0.19, -0.04, 0.06, 0.06, 0.06, 0.08, 0.08, 0.11, 0.12, 0.09

***

# 2
Entry from OMol25: a cluster of 5 separate species, CH10O6 in total at a distorted geometry (wB97M-V/def2-TZVPD).

Each atom is followed by the atoms it is bonded to, with distances in Å.
CARTESIAN COORDINATES (ANGSTROEM)
1 O -3.91456 -2.98512 -0.18009  C2 1.251
2 C -3.82917 -1.76191 0.06602  O1 1.251, O3 1.396, H4 1.074
3 O -4.99725 -1.12021 0.48135  C2 1.396, H5 0.990
4 H -2.92493 -1.27155 -0.24349  C2 1.074
5 H -5.55313 -1.93448 0.56573  O3 0.990
6 O 0.50973 1.96403 -1.89372  H7 1.047, H8 1.033
7 H 0.91843 1.01666 -1.71743  O6 1.047
8 H 0.29794 1.89605 -2.90265  O6 1.033
9 O 4.40896 0.58853 0.37215  H10 0.959, H11 0.981
10 H 3.50486 0.76227 0.64165  O9 0.959
11 H 4.47273 -0.26028 -0.11619  O9 0.981
12 O 0.74797 2.28822 1.43325  H13 0.947, H14 0.999
13 H 1.18808 3.01707 1.84830  O12 0.947
14 H -0.16891 2.63831 1.24941  O12 0.999
15 O 2.05689 -1.83020 0.30914  H16 0.941, H17 0.949
16 H 1.24951 -1.50485 0.66783  O15 0.941
17 H 2.03284 -1.50255 -0.58126  O15 0.949

Summary:
frontier orbital gap: 11.1 eV
energy: -495.49699 a.u.
spin multiplicity: 1
total charge: 0
HOMO level: -11.161 eV
ΔE to the lowest compared entry with this formula, charge and spin: 49.4 kcal/mol

Löwdin charges in e: 0.00, -0.28, 0.03, 0.13, 0.12, -0.15, 0.08, 0.08, -0.07, 0.01, 0.04, -0.08, 0.02, 0.07, -0.03, 0.02, 0.02

***

What is the HOMO level in the second record? -11.161 eV

***

What did the second record say?
Entry from OMol25: a cluster of 5 separate species, CH10O6 in total at a distorted geometry (wB97M-V/def2-TZVPD).

Each atom is followed by the atoms it is bonded to, with distances in Å.
CARTESIAN COORDINATES (ANGSTROEM)
1 O -3.91456 -2.98512 -0.18009  C2 1.251
2 C -3.82917 -1.76191 0.06602  O1 1.251, O3 1.396, H4 1.074
3 O -4.99725 -1.12021 0.48135  C2 1.396, H5 0.990
4 H -2.92493 -1.27155 -0.24349  C2 1.074
5 H -5.55313 -1.93448 0.56573  O3 0.990
6 O 0.50973 1.96403 -1.89372  H7 1.047, H8 1.033
7 H 0.91843 1.01666 -1.71743  O6 1.047
8 H 0.29794 1.89605 -2.90265  O6 1.033
9 O 4.40896 0.58853 0.37215  H10 0.959, H11 0.981
10 H 3.50486 0.76227 0.64165  O9 0.959
11 H 4.47273 -0.26028 -0.11619  O9 0.981
12 O 0.74797 2.28822 1.43325  H13 0.947, H14 0.999
13 H 1.18808 3.01707 1.84830  O12 0.947
14 H -0.16891 2.63831 1.24941  O12 0.999
15 O 2.05689 -1.83020 0.30914  H16 0.941, H17 0.949
16 H 1.24951 -1.50485 0.66783  O15 0.941
17 H 2.03284 -1.50255 -0.58126  O15 0.949

Summary:
frontier orbital gap: 11.1 eV
energy: -495.49699 a.u.
spin multiplicity: 1
total charge: 0
HOMO level: -11.161 eV
ΔE to the lowest compared entry with this formula, charge and spin: 49.4 kcal/mol

Löwdin charges in e: 0.00, -0.28, 0.03, 0.13, 0.12, -0.15, 0.08, 0.08, -0.07, 0.01, 0.04, -0.08, 0.02, 0.07, -0.03, 0.02, 0.02